Entry from the Open Molecules 2025 dataset: 2 unconnected molecules or ions with the total composition C2H2OS at a distorted geometry (the ωB97M-V functional and the def2-TZVPD basis).

Last columns: bonded neighbours and bond lengths (Å).
Element x y z (Å)
1 S 1.99188 -0.62022 0.34020  O5 1.442
2 H -1.64426 1.21926 0.62930  C3 1.076
3 C -1.13470 0.32206 0.32505  H2 1.076, C6 1.181
4 H -0.31908 -1.30709 -0.93694  C6 1.075
5 O 1.85072 0.80256 0.15216  S1 1.442
6 C -0.74455 -0.41658 -0.50977  C3 1.181, H4 1.075

Properties
HOMO level (spin up / spin down) = -0.327 / -0.332 hartree
charge = 0
energy relative to the best compared isomer or geometry (same formula, charge and spin) = 325.4 kJ/mol

Let us look at the Löwdin charges, expressed in e, one per atom:
1 S 0.733
2 H 0.040
3 C -0.025
4 H 0.012
5 O -0.662
6 C -0.098

---

Entry from the Open Molecules 2025 dataset: a single C16H10F3N3O2 molecule at a distorted geometry (the ωB97M-V functional and the def2-TZVPD basis).

Last columns: bonded neighbours and bond lengths (Å).
Element x y z (Å)
1 C 4.49883 0.29651 0.39749  C3 1.379, O21 1.439, C23 1.427
2 C -6.73404 0.11411 -0.03867  N4 1.218, H29 1.085, C30 1.661
3 C 3.89787 -0.80162 -0.18015  C1 1.379, C7 1.336, H22 1.186
4 N -5.79846 0.87837 -0.19093  C2 1.218, C5 1.351
5 C -4.56740 0.32260 -0.21835  N4 1.351, C11 1.683, C16 1.193
6 C 1.87457 0.32749 0.06293  C7 1.532, N18 1.299, C28 1.376
7 C 2.59558 -0.92115 -0.45416  C3 1.336, C6 1.532, H8 0.954
8 H 2.03422 -1.68234 -0.57801  C7 0.954
9 C -1.90295 -0.15096 -0.16372  C12 1.696, C19 1.355, C32 1.379
10 H 1.94643 2.31813 0.85335  C28 1.007
11 C -3.57477 1.60493 -0.66990  C5 1.683, C19 1.327, H31 1.047
12 C -0.28246 -0.62036 -0.33333  C9 1.696, O14 1.156, N18 1.442
13 H 0.11577 1.36375 0.27959  N18 1.038
14 O -0.04725 -1.72979 -0.55936  C12 1.156
15 C 6.81221 -0.59083 -0.11771  F20 1.356, O21 1.606, F27 1.387, F33 1.150
16 C -4.28309 -0.70703 0.31286  C5 1.193, N26 1.237, C32 1.531
17 H -1.52757 1.77217 -0.94897  C19 1.172
18 N 0.58561 0.48038 0.00352  C6 1.299, C12 1.442, H13 1.038
19 C -2.37037 1.06051 -0.55260  C9 1.355, C11 1.327, H17 1.172
20 F 8.03670 -0.03768 0.06295  C15 1.356
21 O 5.88090 0.66627 0.24325  C1 1.439, C15 1.606
22 H 4.53955 -1.74943 -0.48968  C3 1.186
23 C 3.83224 1.55412 0.50316  C1 1.427, C28 1.408, H34 1.260
24 H -2.51337 -2.26300 0.35072  C32 1.217
25 H -7.00964 -2.05915 0.91537  C30 0.992
26 N -5.07649 -1.60712 0.61224  C16 1.237, C30 1.350
27 F 6.55387 -1.57661 0.82331  C15 1.387
28 C 2.42473 1.52471 0.45972  C6 1.376, H10 1.007, C23 1.408
29 H -7.80595 0.20558 0.10164  C2 1.085
30 C -6.38526 -1.30632 0.74891  C2 1.661, H25 0.992, N26 1.350
31 H -3.93808 2.53319 -0.99034  C11 1.047
32 C -2.84604 -1.14143 0.01451  C9 1.379, C16 1.531, H24 1.217
33 F 6.71783 -0.68309 -1.26053  C15 1.150
34 H 4.31627 2.60510 1.00090  C23 1.260

Properties
HOMO level = -0.284 hartree
charge = 0

These are the Löwdin partial charges, in e, on atoms 1 to 8:
1 C -0.245
2 C -0.065
3 C -0.069
4 N 0.098
5 C -0.207
6 C -0.227
7 C 0.059
8 H 0.019

---

- Look up the charge of the first one.
  0

---

- Number 2 is which compound?
  C16H10F3N3O2

---

- Number 2 is which compound?
  C16H10F3N3O2

---

- charge of number 1 (C2H2OS)?
  0